No. 1
C3H4CeO3 | ωB97M-V/def2-TZVPD

Energy relative to the best compared isomer or geometry (same formula, charge and spin) ... 0.00 kJ/mol
HOMO (spin up / spin down) ... -12.9 / -12.9 eV
Net charge ... +1
Spin multiplicity ... 2
Electronic energy ... -22239.03629 eV

Each line ends with the Mulliken spin population.
Cartesian coordinates (Å):
O  -0.445  -2.042  -2.102  -0.013
C  0.826  -1.858  -1.826  0.002
O  1.756  -2.458  -2.369  -0.003
C  -0.882  1.645  0.996  0.001
C  0.197  0.921  1.425  -0.003
O  1.008  -0.826  -1.005  -0.012
Ce  -1.218  -0.695  -0.496  1.026
H  -1.805  1.656  1.584  0.000
H  -0.768  2.402  0.214  0.001
H  1.244  0.766  1.154  0.000
H  0.086  0.490  2.424  0.000

***

No. 2
C49H61MgN6O5P | ωB97M-V/def2-TZVPD

Energy relative to the best compared isomer or geometry (same formula, charge and spin) ... 320.10 kJ/mol
HOMO ... -5.1 eV
Electronic energy ... -85710.33374 eV

Each line ends with the Löwdin charge.
Cartesian coordinates (Å):
Mg  -0.458  0.494  0.358  0.693
C  -2.417  -3.154  -0.932  -0.195
C  -2.661  -2.254  -1.969  -0.114
C  -3.306  -0.942  -1.589  -0.218
C  -2.080  1.085  -1.198  -0.058
N  -1.713  -1.269  0.253  -0.085
C  -2.038  -2.677  0.314  -0.199
C  -2.359  2.407  -1.271  -0.200
C  -3.408  2.729  -2.322  -0.225
C  -2.670  3.330  -3.488  -0.031
C  -1.677  4.190  -3.203  -0.102
C  -1.280  4.459  -1.821  -0.038
C  -1.599  3.587  -0.832  -0.197
H  -2.444  -4.229  -1.107  0.096
H  -2.870  -2.620  -2.969  0.079
H  -4.396  -1.060  -1.579  0.146
H  -1.849  -3.231  1.217  0.066
H  -4.118  3.491  -1.970  0.151
H  -2.975  3.145  -4.514  0.107
H  -1.168  4.729  -3.995  0.095
H  -0.696  5.343  -1.596  0.108
C  -2.516  4.200  3.644  -0.035
C  -1.110  4.519  3.111  -0.599
C  -0.081  3.736  3.934  -0.055
C  -0.836  6.024  3.229  -0.053
C  -1.069  4.130  1.689  0.029
C  -1.274  3.833  0.540  0.061
H  -2.596  4.508  4.690  0.086
H  -2.712  3.130  3.575  0.069
H  -3.275  4.726  3.064  0.091
H  -0.207  3.964  4.995  0.090
H  0.939  4.002  3.647  0.085
H  -0.229  2.664  3.785  0.060
H  -0.892  6.331  4.277  0.083
H  -1.571  6.594  2.660  0.087
H  0.156  6.268  2.848  0.084
C  1.118  -4.104  -3.959  -0.079
C  0.242  -4.239  -2.732  -0.300
O  1.033  -4.165  -1.530  -0.305
P  1.090  -2.726  -0.756  0.930
O  2.495  -2.047  -1.236  -0.325
C  3.827  -2.536  -1.002  -0.267
C  4.238  -3.613  -1.986  -0.070
O  1.648  -3.328  0.669  -0.330
C  0.911  -4.328  1.379  -0.313
C  1.861  -5.427  1.798  -0.071
H  0.505  -4.188  -4.859  0.076
H  1.884  -4.882  -3.988  0.074
H  1.613  -3.131  -3.971  0.068
H  -0.256  -5.208  -2.708  0.116
H  -0.527  -3.462  -2.712  0.068
H  3.905  -2.899  0.022  0.106
H  4.472  -1.661  -1.106  0.089
H  3.642  -4.513  -1.851  0.067
H  5.291  -3.862  -1.831  0.077
H  4.114  -3.263  -3.015  0.068
H  0.112  -4.724  0.753  0.100
H  0.446  -3.858  2.250  0.103
H  2.279  -5.918  0.918  0.077
H  1.338  -6.173  2.400  0.076
H  2.683  -5.021  2.390  0.075
C  1.748  2.037  -3.223  -0.019
C  0.807  1.616  -2.298  -0.084
N  1.143  1.034  -1.139  0.068
C  2.446  0.827  -0.916  -0.100
C  3.457  1.189  -1.787  -0.190
C  3.090  1.838  -2.963  -0.008
C  4.853  0.939  -1.379  -0.037
C  5.893  0.450  -2.061  -0.042
C  5.961  -0.119  -3.417  -0.272
C  7.200  -0.486  -3.937  -0.010
C  7.225  -1.045  -5.200  -0.129
N  6.121  -1.248  -5.914  0.081
C  4.987  -0.875  -5.326  -0.194
N  4.848  -0.325  -4.127  0.146
H  1.414  2.522  -4.129  0.111
H  -0.250  1.761  -2.470  0.088
H  2.688  0.295  -0.005  0.102
H  3.847  2.174  -3.657  0.118
H  5.060  1.200  -0.344  0.116
H  6.839  0.414  -1.532  0.107
H  8.111  -0.337  -3.371  0.109
H  8.161  -1.346  -5.659  0.109
H  4.074  -1.038  -5.888  0.112
C  -5.561  -1.212  2.542  0.013
N  -4.327  -0.574  2.936  -0.044
N  -3.546  0.099  2.016  0.090
C  -2.405  0.518  2.636  -0.391
O  -1.448  1.086  2.033  -0.063
C  -2.556  0.181  4.011  0.050
C  -3.750  -0.487  4.141  -0.264
C  -4.392  -1.051  5.361  -0.013
C  -3.825  -0.003  0.620  -0.175
C  -2.875  -0.537  -0.200  -0.249
C  -2.937  0.386  -2.277  -0.192
C  -4.114  1.351  -2.396  -0.206
C  -5.032  1.319  -1.177  -0.036
C  -4.879  0.830  0.073  -0.033
H  -5.423  -1.646  1.553  0.100
H  -6.393  -0.505  2.513  0.094
H  -5.780  -2.002  3.255  0.089
H  -1.870  0.409  4.807  0.105
H  -3.769  -0.846  6.228  0.083
H  -4.517  -2.133  5.279  0.086
H  -5.375  -0.609  5.530  0.090
H  -1.161  -1.270  -0.649  0.047
H  -2.388  0.264  -3.216  0.148
H  -4.703  1.221  -3.308  0.143
H  -5.921  1.932  -1.315  0.104
H  -5.640  1.139  0.787  0.101
C  2.221  0.868  3.696  -0.134
C  1.117  -0.153  3.970  -0.136
C  1.000  -0.853  2.633  -0.150
O  1.195  0.208  1.661  -0.245
C  1.932  1.298  2.263  -0.152
H  3.203  0.396  3.762  0.117
H  2.202  1.715  4.381  0.111
H  0.183  0.365  4.187  0.081
H  1.346  -0.838  4.785  0.123
H  0.025  -1.304  2.441  0.118
H  1.777  -1.602  2.483  0.121
H  1.309  2.191  2.206  0.106
H  2.842  1.467  1.687  0.112

***

No. 3
C22H19Cl2N4OSTa | ωB97M-V/def2-TZVPD

Energy relative to the best compared isomer or geometry (same formula, charge and spin) ... 14.34 kJ/mol
HOMO ... -14.2 eV
Net charge ... +2
Electronic energy ... -68551.71035 eV

Each line ends with the Löwdin charge.
Cartesian coordinates (Å):
Ta  0.036  0.221  -0.531  1.298
Cl  3.598  5.000  3.876  0.764
C  2.933  3.976  2.670  -0.641
C  3.375  4.069  1.353  -0.027
C  2.854  3.236  0.369  0.039
C  1.891  2.325  0.721  -0.264
O  1.363  1.474  -0.216  -0.294
C  1.414  2.228  2.021  -0.133
C  0.362  1.326  2.399  -0.016
N  -0.338  0.539  1.642  -0.036
C  -1.350  -0.285  2.255  -0.197
C  -1.673  -0.336  3.584  0.026
C  -2.699  -1.193  4.041  -0.015
C  -3.402  -1.971  3.167  0.018
C  -3.098  -1.923  1.787  -0.124
C  -3.804  -2.654  0.806  0.063
C  -3.472  -2.526  -0.517  0.009
C  -2.406  -1.697  -0.869  -0.103
N  -1.706  -1.013  0.031  -0.089
C  -2.058  -1.091  1.352  -0.161
C  1.953  3.061  3.006  -0.013
H  4.132  4.798  1.097  0.130
H  3.198  3.296  -0.655  0.140
H  0.130  1.340  3.458  0.131
H  -1.166  0.275  4.317  0.120
H  -2.928  -1.214  5.097  0.129
H  -4.196  -2.620  3.512  0.136
H  -4.613  -3.306  1.111  0.144
H  -4.006  -3.056  -1.292  0.131
H  -2.106  -1.590  -1.903  0.097
H  1.599  3.000  4.028  0.131
N  1.665  -1.317  2.165  0.008
N  1.633  -1.233  0.727  -0.171
H  2.519  -1.788  2.449  0.106
H  0.890  -1.902  2.456  0.087
H  1.695  -2.157  0.302  0.049
H  2.481  -0.747  0.446  0.092
Cl  -1.225  1.381  -1.960  0.258
S  0.913  -1.477  -1.934  0.677
C  0.681  -0.872  -3.604  -0.654
C  1.376  0.244  -4.057  -0.138
C  1.211  0.653  -5.371  -0.054
C  0.371  -0.053  -6.222  -0.047
C  -0.307  -1.174  -5.763  -0.052
C  -0.154  -1.594  -4.449  -0.119
H  2.050  0.777  -3.398  0.102
H  1.750  1.518  -5.735  0.119
H  0.254  0.264  -7.249  0.119
H  -0.952  -1.731  -6.430  0.119
H  -0.666  -2.480  -4.093  0.105

***

No. 4
C3H14NO3S | ωB97M-V/def2-TZVPD

Energy relative to the best compared isomer or geometry (same formula, charge and spin) ... 242.78 kJ/mol
HOMO ... -2.8 eV
Net charge ... -1
Electronic energy ... -21805.81917 eV

Each line ends with the Löwdin charge.
Cartesian coordinates (Å):
C  -1.118  0.094  1.858  -0.134
N  -0.606  -0.115  0.495  -0.138
C  -1.568  -0.724  -0.465  -0.356
C  -0.955  -0.806  -1.767  -0.687
S  -1.098  0.734  -2.919  0.098
H  -0.373  0.850  2.209  0.063
H  -1.153  -0.839  2.479  0.088
H  -2.074  0.516  1.919  0.041
H  -0.188  0.742  0.140  0.056
H  -1.742  -1.751  -0.097  0.107
H  -2.461  -0.162  -0.285  0.088
H  -1.387  -1.704  -2.293  0.054
H  0.074  -1.120  -1.807  -0.001
H  0.967  3.107  -1.098  0.030
H  0.967  1.780  -1.832  -0.019
O  1.016  2.152  -0.892  -0.168
H  2.351  0.000  1.820  0.008
H  1.222  0.859  2.419  -0.010
O  2.166  0.639  2.489  -0.061
H  1.309  -0.899  -0.764  0.004
H  2.444  -2.112  -0.537  0.092
O  2.206  -1.239  -1.073  -0.155

***

No. 5
C5H9NO | ωB97M-V/def2-TZVPD

Energy relative to the best compared isomer or geometry (same formula, charge and spin) ... 462.04 kJ/mol
HOMO ... -8.0 eV
Electronic energy ... -8864.42393 eV

Each line ends with the Löwdin charge.
Cartesian coordinates (Å):
C  -0.508  -1.034  1.633  -0.091
C  -0.442  0.199  0.732  -0.208
C  -0.429  -0.013  -0.775  -0.354
O  -1.633  -0.433  -1.246  0.042
C  0.397  0.395  -1.789  -0.061
C  1.736  1.812  -0.927  -0.053
N  2.303  1.127  -0.100  -0.020
H  0.451  -1.561  1.641  0.074
H  -0.741  -0.732  2.660  0.078
H  -1.279  -1.741  1.310  0.073
H  0.365  0.858  1.052  0.083
H  -1.364  0.790  0.884  0.129
H  2.134  0.144  0.111  0.062
H  -2.248  -0.551  -0.513  0.100
H  -0.137  0.694  -2.684  0.085
H  1.397  0.046  -1.990  0.061

***

No. 6
C22H17F2N2O7Ru | ωB97M-V/def2-TZVPD

Energy relative to the best compared isomer or geometry (same formula, charge and spin) ... 55.10 kJ/mol
HOMO (spin up / spin down) ... -8.6 / -8.5 eV
Spin multiplicity ... 2
Electronic energy ... -48421.73720 eV

Each line ends with the Mulliken spin population.
Cartesian coordinates (Å):
Ru  0.098  0.123  0.585  0.957
O  2.862  -3.069  0.066  0.001
C  1.783  -2.329  0.229  0.009
O  1.835  -1.183  0.656  -0.005
C  0.491  -2.949  -0.106  -0.011
C  0.307  -4.233  -0.581  0.001
C  -0.999  -4.638  -0.833  -0.002
C  -2.043  -3.761  -0.596  0.007
C  -1.755  -2.488  -0.114  0.012
N  -0.513  -2.103  0.116  0.025
C  -2.829  -1.442  0.190  -0.016
O  -3.995  -1.730  -0.023  0.004
O  -2.337  -0.384  0.704  0.046
H  3.641  -2.539  0.300  0.000
H  1.147  -4.890  -0.751  0.000
H  -1.192  -5.634  -1.211  0.000
H  -3.078  -4.019  -0.774  0.000
C  -0.745  3.488  -1.364  -0.002
C  -1.224  2.052  -1.242  -0.003
C  -2.661  1.913  -1.719  0.000
O  -1.182  1.707  0.194  0.000
C  -0.319  1.108  -2.067  0.002
O  -0.308  1.262  -3.271  0.003
O  0.342  0.198  -1.425  -0.014
H  -1.451  4.149  -0.861  0.000
H  -0.690  3.752  -2.420  0.000
H  0.238  3.622  -0.918  0.001
H  -3.299  2.624  -1.191  0.000
H  -3.041  0.903  -1.558  0.000
H  -2.691  2.123  -2.786  0.000
H  -2.016  1.222  0.389  0.003
F  3.954  3.732  -0.225  -0.001
C  3.156  3.097  0.651  -0.022
C  2.236  2.183  0.183  0.045
C  1.407  1.533  1.090  -0.096
C  1.543  1.786  2.470  0.050
C  2.484  2.728  2.875  -0.018
F  2.644  3.008  4.186  -0.001
C  3.299  3.402  1.993  0.031
C  0.693  0.983  3.351  -0.005
C  0.630  1.050  4.743  0.009
C  -0.217  0.199  5.426  -0.004
C  -0.998  -0.705  4.722  0.004
C  -0.898  -0.718  3.347  -0.010
N  -0.074  0.093  2.680  -0.003
H  2.184  1.970  -0.878  0.002
H  4.019  4.130  2.337  0.002
H  1.238  1.762  5.274  0.001
H  -0.270  0.246  6.506  0.000
H  -1.682  -1.377  5.219  0.000
H  -1.502  -1.372  2.735  0.000

***

No. 7
C38H67BFN8OReSi | ωB97M-V/def2-TZVPD

HOMO (spin up / spin down) ... -10.7 / -10.8 eV
Net charge ... +1
Spin multiplicity ... 4
Electronic energy ... -67862.16924 eV

Each line ends with the Mulliken spin population.
Cartesian coordinates (Å):
Re  -0.282  0.201  -0.243  1.977
C  -3.116  -4.401  -0.779  -0.001
C  -2.700  -3.056  -1.250  0.011
C  -3.228  -2.346  -2.308  0.009
C  -2.530  -1.139  -2.364  0.056
N  -1.638  -1.118  -1.363  0.074
N  -1.730  -2.304  -0.703  -0.009
B  -0.733  -2.829  0.352  -0.057
N  0.699  -2.558  -0.166  0.034
N  1.079  -1.406  -0.776  0.053
C  2.271  -1.636  -1.369  0.080
C  2.668  -2.935  -1.071  0.009
C  1.649  -3.492  -0.319  0.022
C  1.601  -4.880  0.202  0.001
C  2.985  -0.738  -2.350  -0.034
C  1.946  -0.212  -3.340  0.050
C  3.695  0.423  -1.652  -0.020
C  4.048  -1.531  -3.118  0.002
N  -0.975  -2.147  1.687  0.013
N  -0.959  -0.811  1.807  0.208
C  -1.191  -0.506  3.086  0.011
C  -1.374  -1.700  3.795  0.001
C  -1.233  -2.719  2.877  -0.002
C  -1.374  -4.177  3.130  0.000
C  -1.361  0.857  3.709  -0.026
C  -2.851  1.206  3.577  0.009
C  -0.520  1.942  3.036  0.075
C  -0.956  0.803  5.187  0.001
C  -2.807  -0.116  -3.430  -0.029
C  -4.165  0.524  -3.111  0.008
C  -1.734  0.961  -3.502  -0.001
C  -2.863  -0.830  -4.789  0.002
H  -3.975  -4.726  -1.359  0.000
H  -2.320  -5.132  -0.902  0.001
H  -3.390  -4.374  0.273  0.001
H  -4.013  -2.666  -2.960  0.001
H  -0.869  -3.989  0.470  0.000
H  3.569  -3.423  -1.373  0.000
H  2.562  -5.357  0.033  0.000
H  1.389  -4.892  1.268  0.001
H  0.835  -5.465  -0.305  0.001
H  1.128  0.248  -2.790  0.074
H  2.393  0.524  -4.001  -0.005
H  1.554  -1.028  -3.942  0.006
H  2.973  1.085  -1.192  0.022
H  4.394  0.046  -0.909  0.000
H  4.258  1.004  -2.378  0.001
H  3.625  -2.400  -3.615  0.000
H  4.483  -0.884  -3.875  -0.001
H  4.846  -1.858  -2.457  0.000
H  -1.587  -1.818  4.836  0.000
H  -1.580  -4.336  4.185  0.000
H  -2.202  -4.594  2.559  0.000
H  -0.467  -4.719  2.868  0.000
H  -3.115  1.249  2.526  -0.004
H  -3.475  0.462  4.066  0.000
H  -3.059  2.170  4.034  0.000
H  -0.657  1.914  1.959  0.027
H  -0.839  2.916  3.395  -0.001
H  0.533  1.840  3.297  0.002
H  -1.658  0.219  5.773  0.000
H  0.034  0.365  5.301  0.000
H  -0.926  1.808  5.600  0.000
H  -4.139  0.964  -2.117  -0.002
H  -4.384  1.299  -3.840  0.000
H  -4.963  -0.213  -3.144  0.000
H  -1.581  1.388  -2.518  0.106
H  -0.802  0.536  -3.864  0.015
H  -2.055  1.740  -4.189  0.000
H  -3.716  -1.497  -4.863  0.000
H  -2.940  -0.093  -5.583  0.000
H  -1.957  -1.410  -4.946  0.000
F  4.698  4.475  -3.739  -0.001
C  3.651  3.981  -3.061  -0.013
C  3.658  4.035  -1.676  0.008
C  2.600  3.484  -0.989  -0.008
C  1.528  2.880  -1.659  -0.075
C  0.390  2.355  -0.908  0.264
C  1.527  2.906  -3.059  0.009
C  2.586  3.439  -3.763  0.007
H  4.480  4.504  -1.163  0.000
H  2.584  3.541  0.090  0.000
H  -0.516  2.641  -1.426  -0.085
H  0.381  2.802  0.090  -0.014
H  0.679  2.507  -3.592  -0.008
H  2.605  3.441  -4.841  0.000
C  -2.387  4.230  1.184  0.010
Si  -2.888  2.777  0.023  -0.006
C  -2.977  3.692  -1.680  0.014
C  -4.676  2.227  0.463  0.004
O  -1.903  1.525  0.097  0.039
H  -3.098  5.044  1.060  0.000
H  -1.403  4.623  0.952  0.000
H  -2.398  3.950  2.230  -0.001
H  -3.556  4.596  -1.534  0.000
H  -3.464  3.117  -2.456  -0.003
H  -2.003  3.991  -2.054  -0.003
H  -4.896  2.430  1.506  0.001
H  -4.838  1.168  0.284  -0.001
H  -5.399  2.775  -0.130  0.000
C  2.729  -1.194  4.294  0.000
C  3.065  -0.594  2.926  -0.001
C  3.861  0.703  3.125  0.001
C  3.875  -1.604  2.110  0.001
N  1.774  -0.382  2.250  -0.020
N  1.720  0.532  1.161  0.092
H  3.629  -1.581  4.761  0.000
H  2.009  -2.002  4.191  0.000
H  2.311  -0.435  4.952  0.000
H  4.710  0.507  3.774  0.000
H  3.250  1.467  3.608  0.000
H  4.245  1.094  2.183  -0.001
H  4.809  -1.833  2.617  0.000
H  4.111  -1.221  1.120  -0.001
H  3.304  -2.520  1.990  0.000
H  1.068  -0.119  2.930  0.003
H  2.499  0.297  0.539  -0.010
H  1.837  1.510  1.456  0.020

***

Q: electronic energy of number 5 (C5H9NO)?
A: -8864.42393 eV

***

Q: Which of these has the highest electronic energy?
A: C5H9NO

***

Q: Among the records above, which one has the lowest electronic energy?
A: C49H61MgN6O5P

***

Q: Look up the electronic energy of the third one.
A: -68551.71035 eV